(1)
{
  "formula": "C2H5N2P",
  "method": "ωB97M-V/def2-TZVPD",
  "symbols": ["C", "C", "N", "N", "P", "H", "H", "H", "H", "H"],
  "positions_angstrom": [[1.4646, 0.2580, -0.1221], [0.3345, -0.5525, -0.0809], [2.6031, -0.2988, -0.1250], [-0.9806, 0.4318, -0.2612], [-2.4355, -0.2287, -0.2299], [1.3530, 1.3935, -0.2556], [0.0345, -1.6125, 0.2256], [3.3821, 0.4809, -0.2155], [-2.4714, -0.8190, 1.0409], [-3.2842, 0.9474, 0.0237]],
  "atomic_forces_ev_per_a": [[0.7495, 1.8552, -0.6376], [-8.1818, 2.7231, 0.1136], [3.3756, 1.5243, 0.0089], [7.0472, -2.6865, 0.3575], [-2.4178, -0.0872, -0.0910], [-0.3777, -1.7809, 0.2743], [1.3049, 1.6302, -0.5939], [-1.8590, -2.0484, 0.2348], [-0.3305, -0.2098, 0.3430], [0.6897, -0.9200, -0.0097]],
  "e_tot_ev": -14419.45378,
  "homo_energy_ha": [-0.3217, -0.3182],
  "relative_energy_kcal_mol": 86.1
}

---

(2)
{
  "formula": "C2H5N2S",
  "method": "ωB97M-V/def2-TZVPD",
  "symbols": ["C", "C", "N", "N", "S", "H", "H", "H", "H", "H"],
  "positions_angstrom": [[-0.1882, 0.0795, -0.4179], [-1.3935, -0.3005, 0.3648], [-0.2794, 0.1317, -1.6368], [1.1465, 0.0844, 0.4415], [-1.6043, -0.1871, 1.9958], [-2.1987, -0.2873, -0.2925], [0.4104, 0.2952, -2.2845], [1.8269, 0.6623, -0.1675], [1.5087, -0.8953, 0.6366], [0.7716, 0.4171, 1.3606]],
  "atomic_forces_ev_per_a": [[-1.4366, -2.1909, 2.2626], [3.0031, 1.1431, -0.2723], [-1.4684, 0.2298, -0.0422], [-0.4025, -0.2760, -1.0448], [-0.1900, -0.1335, 0.8166], [-1.7437, -0.2497, -0.8226], [2.1754, 0.4112, -1.5974], [-0.9064, -0.8391, 2.0884], [-0.4095, 1.3136, -0.6852], [1.3785, 0.5914, -0.7030]],
  "e_tot_ev": -15959.80777,
  "homo_energy_ha": [-0.4572, -0.5649],
  "spin_multiplicity": 3,
  "charge": 1,
  "relative_energy_kcal_mol": 17.1,
  "s_squared": 2.015
}

---

(3)
{
  "formula": "C2H5N3",
  "method": "ωB97M-V/def2-TZVPD",
  "symbols": ["C", "C", "H", "H", "H", "H", "H", "N", "N", "N"],
  "positions_angstrom": [[0.9704, -1.0586, -0.2658], [-0.5517, 0.6928, 0.1055], [1.2239, -0.1291, 1.4899], [1.3051, -1.7896, -0.8770], [-1.0155, -0.7785, -1.0391], [0.3447, 1.2374, 0.6468], [-2.0983, 1.9164, 0.1113], [1.8312, -0.7324, 0.6575], [-0.1973, -0.3998, -0.5752], [-1.8124, 1.0414, -0.2537]],
  "atomic_forces_ev_per_a": [[1.2215, 2.5978, 2.7617], [-3.3209, 3.4244, -1.3321], [2.5120, -1.7607, -2.9844], [0.6215, -2.2485, -2.4634], [0.5197, -0.4375, -0.3173], [-2.4263, -0.7649, -0.9074], [-0.1371, 1.0757, 0.6284], [-3.7148, 0.9832, 2.3784], [0.8531, -1.7061, 0.5837], [3.8713, -1.1634, 1.6524]],
  "e_tot_ev": -6623.28459,
  "homo_energy_ha": -0.3404,
  "relative_energy_kcal_mol": 38.1
}

---

(4)
{
  "formula": "C2H5N3O",
  "method": "ωB97M-V/def2-TZVPD",
  "symbols": ["N", "C", "O", "N", "C", "N", "H", "H", "H", "H", "H"],
  "positions_angstrom": [[-2.2794, -0.3599, -0.0937], [-1.0250, 0.0695, -0.0794], [-0.1331, -0.8629, -0.1381], [0.7339, 1.2699, 0.1197], [1.1638, 0.0000, -0.2700], [2.1310, -0.0494, 0.6714], [-2.5143, -1.3460, -0.1678], [-3.0363, 0.3024, -0.0419], [0.5122, 1.1911, 1.1113], [1.4011, -0.0943, -1.3333], [3.0462, -0.1203, 0.2219]],
  "atomic_forces_ev_per_a": [[0.0382, 0.1116, -0.0247], [-0.1861, -0.3929, 0.0388], [-0.1793, 0.1460, 0.0274], [0.0183, 0.0304, 0.0532], [0.1466, 0.0414, -0.1588], [-0.0250, -0.0383, -0.1712], [0.0965, 0.1426, 0.0225], [0.1683, -0.0748, -0.0107], [0.0199, 0.0024, -0.0203], [0.0104, -0.0161, 0.1627], [-0.1078, 0.0475, 0.0812]],
  "e_tot_ev": -8667.81456,
  "homo_energy_ha": [-0.3186, -0.3185],
  "relative_energy_kcal_mol": 134.4
}

---

(5)
{
  "formula": "C2H5N3O",
  "method": "ωB97M-V/def2-TZVPD",
  "symbols": ["C", "N", "N", "C", "N", "O", "H", "H", "H", "H", "H"],
  "positions_angstrom": [[0.4580, -0.0548, 0.0018], [0.1604, 1.2490, -0.0139], [1.7548, -0.4284, 0.0498], [-1.7497, -0.7231, 0.0068], [-0.4376, -1.0194, -0.0117], [-2.2855, 0.3767, 0.0309], [2.4936, 0.2360, -0.0964], [1.9493, -1.4087, -0.0462], [0.8575, 1.9683, 0.0600], [-0.8434, 1.4473, 0.0201], [-2.3574, -1.6430, -0.0013]],
  "atomic_forces_ev_per_a": [[-0.1184, 0.1007, 0.0320], [-0.1362, 0.1947, 0.0062], [0.2222, 0.1728, -0.0014], [-0.2117, -0.4578, -0.0126], [0.5420, -0.4566, -0.0076], [-0.3190, 0.3941, 0.0092], [-0.0222, -0.0770, -0.0076], [-0.0390, 0.0078, -0.0099], [0.0016, -0.0815, 0.0132], [0.2129, 0.0291, -0.0251], [-0.1319, 0.1737, 0.0035]],
  "e_tot_ev": -8673.55753,
  "homo_energy_ha": -0.3480,
  "relative_energy_kcal_mol": 2.0
}

---

(6)
{
  "formula": "C2H5N3O",
  "method": "ωB97M-V/def2-TZVPD",
  "symbols": ["N", "C", "O", "N", "C", "N", "H", "H", "H", "H", "H"],
  "positions_angstrom": [[-1.6970, -0.4051, 0.5255], [-0.6006, -0.1851, -0.2443], [-0.0727, -1.0388, -0.9702], [-0.0002, 1.0740, -0.4366], [1.2874, 0.3472, -0.4175], [1.4961, 0.0190, 0.7957], [-2.1236, -1.2894, 0.2726], [-2.3401, 0.3725, 0.5453], [0.0725, 1.6819, 0.3815], [1.9179, 0.2345, -1.3054], [2.0602, -0.8106, 0.8535]],
  "atomic_forces_ev_per_a": [[0.0052, 0.1963, -0.4504], [-1.3111, 0.0709, -2.1011], [-1.5037, -0.8887, 0.5269], [0.2712, -0.0812, -0.0698], [1.4899, 1.2877, 1.5144], [0.8107, -0.5606, -0.3245], [-0.0171, 0.1215, 0.2049], [-0.0412, 0.0082, 0.3096], [-0.5995, -0.2532, -0.0605], [-0.4600, -0.0157, 0.1978], [1.3556, 0.1148, 0.2527]],
  "e_tot_ev": -8671.03875,
  "homo_energy_ha": -0.3462,
  "relative_energy_kcal_mol": 60.0
}

---

(7)
{
  "formula": "C2H5N3O",
  "method": "ωB97M-V/def2-TZVPD",
  "symbols": ["N", "C", "O", "N", "C", "N", "H", "H", "H", "H", "H"],
  "positions_angstrom": [[-0.1310, 1.4629, 1.2898], [-0.1959, 0.9486, 0.0182], [-1.1387, 1.1346, -0.7244], [0.8875, 0.1333, -0.3810], [0.2767, -1.0645, -0.8807], [0.0034, -1.9828, -0.0588], [-1.0391, 1.7517, 1.6258], [0.4499, 1.0113, 1.9795], [1.5235, -0.1024, 0.3746], [0.0320, -1.0379, -1.9436], [-0.5082, -2.7324, -0.5189]],
  "atomic_forces_ev_per_a": [[-0.0926, 0.0355, -0.0338], [-0.1682, 0.0997, -0.0478], [0.2772, 0.0956, 0.2461], [-0.1051, -0.0238, 0.1918], [-0.1134, -0.3328, 0.0976], [0.0945, 0.1165, -0.4214], [0.1834, 0.1638, -0.0200], [-0.0445, -0.0016, -0.1484], [-0.1806, 0.0504, 0.0238], [-0.0542, -0.0547, 0.1712], [0.2035, -0.1488, -0.0590]],
  "e_tot_ev": -8672.95966,
  "homo_energy_ha": -0.3787,
  "relative_energy_kcal_mol": 15.7
}

---

(8)
{
  "formula": "C2H5N3O",
  "method": "ωB97M-V/def2-TZVPD",
  "symbols": ["C", "C", "N", "N", "N", "O", "H", "H", "H", "H", "H"],
  "positions_angstrom": [[2.1640, 0.3153, -0.6205], [0.3950, -0.8596, -0.2883], [3.0190, 0.5253, -1.3800], [-1.9991, 0.8863, 0.9724], [1.0825, 0.1472, 0.1649], [0.5772, -1.7416, -1.3308], [-0.5270, -0.9296, 0.2489], [-2.7484, 0.6235, 1.6873], [-2.2263, 1.8256, 0.8764], [-1.1558, 0.7410, 1.4646], [1.4190, -1.5334, -1.7948]],
  "atomic_forces_ev_per_a": [[1.2737, 0.9997, -0.9080], [-0.3550, -0.0357, -0.2513], [-0.6274, -0.3847, 0.8053], [-2.8025, -2.6029, 1.3514], [0.3500, -1.5690, -1.4663], [0.3834, 1.9556, 1.7551], [-0.6931, -1.0056, -0.2776], [1.2455, -0.0752, -1.3040], [0.3269, 2.2779, -0.4911], [1.2362, 0.4593, 0.5429], [-0.3378, -0.0194, 0.2436]],
  "e_tot_ev": -8671.64168,
  "homo_energy_ha": -0.3931,
  "relative_energy_kcal_mol": 46.1
}

---

| no. | M (g mol⁻¹) |
| --- | --- |
| 1 | 88.05 |
| 2 | 89.14 |
| 3 | 71.08 |
| 4 | 87.08 |
| 5 | 87.08 |
| 6 | 87.08 |
| 7 | 87.08 |
| 8 | 87.08 |